1.
One molecule with the formula C7H10O at a distorted geometry, computed with ωB97M-V/def2-TZVPD.

```
18
Properties=species:S:1:pos:R:3
C 1.030 -0.052 1.608
C -0.085 0.896 1.684
C -1.948 0.045 -1.493
C 0.461 -0.438 -1.118
C -0.722 -0.112 -0.614
C -0.896 0.000 0.801
C 1.510 -1.005 -1.642
O 2.273 0.289 1.172
H 2.371 1.249 1.093
H 1.016 -0.999 2.129
H 0.148 1.894 1.294
H -0.501 0.937 2.695
H -1.805 -0.415 1.226
H -2.719 -0.668 -1.183
H -1.725 -0.148 -2.542
H -2.370 1.050 -1.407
H 2.494 -0.543 -1.582
H 1.469 -1.980 -2.124
```

Output
Total charge: 0
E (eV): -9463.5902
Gap between HOMO and LUMO (alpha / beta) (eV): 7.69 / 7.69
Relative energy (zero: lowest compared OMol25 entry of this formula, charge and spin) (eV): 4.970
LUMO (alpha / beta) (Eh): 0.030 / 0.030
HOMO level (alpha / beta) (eV): -6.8901 / -6.8897

2.
A 4-piece molecular cluster, C8H14Cl8N2O2 overall at a distorted geometry, computed with ωB97M-V/def2-TZVPD.

```
34
Properties=species:S:1:pos:R:3
C -0.046 0.004 1.755
O 0.176 1.026 1.138
N 0.898 -0.773 2.326
C 0.616 -1.970 3.052
C 2.282 -0.351 2.318
H -1.064 -0.407 1.875
H -0.466 -2.131 3.037
H 0.892 -1.883 4.107
H 1.049 -2.878 2.632
H 2.492 0.300 1.481
H 2.534 0.159 3.254
H 2.893 -1.255 2.282
C -0.188 4.107 -2.668
O 0.049 4.995 -3.458
N -1.434 3.691 -2.324
C -1.711 2.825 -1.200
C -2.577 3.999 -3.159
H 0.592 3.542 -2.128
H -2.305 3.379 -0.466
H -0.804 2.505 -0.683
H -2.264 1.927 -1.482
H -3.287 4.623 -2.613
H -2.238 4.567 -4.024
H -3.046 3.087 -3.529
C -0.143 -5.657 1.793
Cl 0.462 -4.900 0.325
Cl -1.440 -4.667 2.455
Cl -0.752 -7.267 1.420
Cl 1.148 -5.799 2.984
C 1.552 -0.957 -2.106
Cl 0.226 -1.920 -1.404
Cl 2.859 -0.794 -0.943
Cl 2.118 -1.771 -3.562
Cl 0.927 0.641 -2.485
```

Output
Total charge: 0
E (eV): -115776.9751
Gap between HOMO and LUMO (eV): 9.05
Relative energy (zero: lowest compared OMol25 entry of this formula, charge and spin) (eV): 0.000
LUMO (Eh): 0.001
HOMO level (eV): -9.0394

3.
A 3-piece molecular cluster, C18H42BClNO11P2 overall at a distorted geometry, computed with ωB97M-V/def2-TZVPD.

```
76
Properties=species:S:1:pos:R:3
C -1.651 1.931 -4.252
C -0.109 1.615 -3.689
C -0.138 0.223 -2.823
Cl -0.495 -1.148 -4.068
C 1.194 -0.058 -1.910
B 2.629 0.087 -2.725
O 3.616 -1.048 -2.789
O 3.086 1.340 -3.413
C 1.233 1.030 -0.685
C 0.786 0.447 0.781
C 0.158 1.756 1.613
C 2.120 -0.005 1.656
N -0.317 -0.585 0.756
O -1.515 -0.038 0.483
C 0.001 -1.784 -0.104
C 0.457 -2.999 0.951
C -1.335 -2.409 -0.893
C 1.159 -1.552 -1.238
H -2.366 0.988 -4.103
H -2.097 2.851 -3.646
H -1.636 2.161 -5.419
H 0.537 1.389 -4.663
H 0.368 2.533 -3.138
H -1.047 0.331 -2.058
H 3.279 -1.767 -3.400
H 4.006 1.196 -3.795
H 0.573 1.953 -1.006
H 2.341 1.459 -0.580
H 1.103 2.257 2.140
H -0.526 1.373 2.486
H -0.392 2.516 0.900
H 2.916 0.881 1.637
H 2.644 -0.974 1.259
H 1.756 -0.190 2.776
H 0.724 -3.958 0.334
H -0.488 -3.289 1.618
H 1.308 -2.673 1.685
H -1.883 -1.620 -1.560
H -0.942 -3.254 -1.621
H -2.086 -2.903 -0.141
H 2.207 -1.780 -0.718
H 1.034 -2.424 -2.044
C 5.038 -3.433 4.927
O 4.347 -2.222 5.155
P 4.886 -1.225 6.462
O 4.001 -0.092 5.928
O 6.393 -1.143 5.791
C 6.578 -0.543 4.521
O 5.425 -0.228 7.769
C 5.880 1.090 7.514
H 4.315 -4.250 4.854
H 5.571 -3.358 3.977
H 5.752 -3.655 5.727
H 5.639 -0.240 4.052
H 7.080 -1.263 3.867
H 7.225 0.329 4.631
H 5.086 1.712 7.094
H 6.751 1.087 6.857
H 6.182 1.532 8.468
C -9.109 1.632 -4.671
O -7.704 1.601 -4.821
P -6.746 2.260 -3.540
O -5.503 1.634 -4.183
O -7.434 1.206 -2.471
C -7.261 -0.191 -2.634
O -5.788 2.919 -2.259
C -4.861 2.096 -1.572
H -9.556 2.061 -5.572
H -9.470 0.607 -4.561
H -9.416 2.220 -3.801
H -6.716 -0.450 -3.544
H -8.249 -0.660 -2.669
H -6.725 -0.586 -1.768
H -4.082 1.726 -2.243
H -5.364 1.264 -1.076
H -4.378 2.703 -0.801
```

Output
Multiplicity: 2
Total charge: 0
E (eV): -75125.3172
Gap between HOMO and LUMO (alpha / beta) (eV): 5.64 / 6.48
⟨S²⟩: 0.75
LUMO (alpha / beta) (Eh): -0.114 / -0.114
HOMO level (alpha / beta) (eV): -8.7507 / -9.5934

4.
One molecule with the formula CH2O2 at a distorted geometry, computed with ωB97M-V/def2-TZVPD.

```
5
Properties=species:S:1:pos:R:3
C 0.275 0.018 0.018
O -0.909 -0.763 0.022
O -0.943 0.715 -0.020
H 0.822 0.217 0.948
H 0.755 -0.187 -0.967
```

Output
Total charge: 0
E (eV): -5160.2592
Gap between HOMO and LUMO (eV): 11.64
Relative energy (zero: lowest compared OMol25 entry of this formula, charge and spin) (eV): 4.155
LUMO (Eh): 0.038
HOMO level (eV): -10.6045

5.
C19H16BF2MnN7O2S3Te as an isolated structure, computed with ωB97M-V/def2-TZVPD.

```
52
Properties=species:S:1:pos:R:3
Mn -2.205 -1.134 -3.433
C -0.139 1.342 -1.630
C 0.425 0.242 -2.453
N -0.250 -0.687 -3.089
C 0.653 -1.516 -3.738
C 1.901 -1.054 -3.490
N 1.761 0.071 -2.681
C 2.844 0.797 -2.099
N 2.817 0.751 -0.649
N 3.270 1.801 0.056
N 3.199 1.539 1.312
C 2.666 0.280 1.456
C 2.352 -0.453 2.608
C 1.748 -1.672 2.429
C 1.451 -2.171 1.140
C 1.773 -1.482 -0.005
C 2.401 -0.242 0.188
H -1.190 1.477 -1.884
H 0.394 2.279 -1.801
H -0.089 1.099 -0.564
H 0.214 -2.396 -4.276
H 2.873 -1.391 -3.807
H 2.845 1.852 -2.375
H 3.763 0.336 -2.465
H 2.546 -0.051 3.594
H 1.441 -2.253 3.288
H 0.924 -3.112 1.056
H 1.517 -1.862 -0.986
F -2.292 3.043 -3.945
B -1.667 2.065 -4.632
F -0.320 2.210 -4.557
Te -2.624 0.473 -5.662
S -1.768 -2.994 2.886
C -2.149 -1.824 1.749
S -2.626 -2.205 0.133
C -2.865 -0.500 -0.241
N -2.560 0.266 0.761
N -2.156 -0.476 1.865
C -1.748 0.309 2.978
C -1.942 -0.103 4.291
C -1.529 0.716 5.334
C -0.932 1.941 5.083
C -0.754 2.352 3.769
C -1.160 1.547 2.720
S -3.526 0.017 -1.736
H -2.405 -1.055 4.488
H -1.683 0.386 6.355
H -0.608 2.572 5.902
H -0.285 3.304 3.554
H -1.036 1.862 1.695
O -2.119 -2.804 -3.860
O -1.149 -3.496 -4.636
```

Output
Multiplicity: 2
Total charge: -2
E (eV): -111719.3783
Gap between HOMO and LUMO (alpha / beta) (eV): 4.35 / 4.64
Relative energy (zero: lowest compared OMol25 entry of this formula, charge and spin) (eV): 0.000
⟨S²⟩: 1.11
LUMO (alpha / beta) (Eh): 0.151 / 0.151
HOMO level (alpha / beta) (eV): -0.2382 / -0.5281

6.
C22H30AgBrClN5O2 as an isolated structure, computed with ωB97M-V/def2-TZVPD.

```
62
Properties=species:S:1:pos:R:3
Ag 0.608 -0.588 0.096
C -0.591 1.598 2.539
O -1.001 1.543 1.179
C -1.602 2.648 0.653
C -2.068 3.727 1.376
C -2.666 4.782 0.686
Br -3.320 6.256 1.676
C -2.780 4.780 -0.682
C -2.290 3.693 -1.418
C -1.717 2.626 -0.747
O -1.264 1.543 -1.433
C -2.384 3.765 -2.886
N -2.969 4.747 -3.522
C -2.801 4.444 -4.862
C -3.226 5.145 -5.991
C -2.916 4.622 -7.229
C -2.197 3.421 -7.355
C -1.773 2.712 -6.249
C -2.092 3.248 -5.006
N -1.845 2.823 -3.718
H -1.459 1.640 3.201
H 0.046 2.469 2.707
H -0.019 0.691 2.718
H -1.975 3.759 2.450
H -3.227 5.604 -1.216
H -0.726 0.980 -0.848
H -3.779 6.067 -5.884
H -3.232 5.142 -8.123
H -1.970 3.043 -8.343
H -1.222 1.787 -6.350
H -1.296 2.044 -3.395
N -1.178 -1.861 1.562
C -1.666 -2.930 0.709
C -2.036 -2.376 -0.658
N -0.847 -1.855 -1.344
H -0.541 -2.171 2.287
H -1.929 -1.331 1.985
H -2.525 -3.475 1.124
H -0.863 -3.664 0.595
H -2.728 -1.541 -0.531
H -2.552 -3.142 -1.248
H -1.095 -1.310 -2.161
H -0.249 -2.609 -1.664
Cl 1.871 -1.503 3.024
C 2.207 -0.449 1.533
H 3.169 -0.818 1.176
H 2.370 0.540 1.961
C 4.911 -0.007 -2.190
C 3.884 0.013 -3.327
C 3.996 -1.258 -4.171
C 4.061 1.261 -4.197
C 2.537 0.062 -2.718
N 1.498 0.078 -2.227
H 5.910 -0.046 -2.625
H 4.778 -0.879 -1.552
H 4.837 0.886 -1.572
H 4.992 -1.291 -4.613
H 3.261 -1.268 -4.975
H 3.862 -2.150 -3.562
H 5.059 1.241 -4.635
H 3.961 2.170 -3.607
H 3.329 1.289 -5.003
```

Output
Total charge: 0
E (eV): -121410.3657
Gap between HOMO and LUMO (eV): 7.41
Relative energy (zero: lowest compared OMol25 entry of this formula, charge and spin) (eV): 0.032
LUMO (Eh): 0.009
HOMO level (eV): -7.1714

7.
C26H27FIrN6O3 as an isolated structure at a distorted geometry, computed with ωB97M-V/def2-TZVPD.

```
64
Properties=species:S:1:pos:R:3
Ir -1.024 -3.339 -0.591
C 1.004 3.494 -3.535
C -0.305 3.279 -2.798
N -0.316 1.999 -2.027
C -0.826 0.932 -2.602
C -0.873 -0.324 -1.998
C -1.419 -1.431 -2.812
O -1.876 -1.312 -3.900
O -1.266 -2.716 -2.328
C -0.399 -0.462 -0.699
O -0.458 -1.598 -0.013
C 0.184 0.672 -0.065
C 0.751 0.593 1.221
C 1.361 1.667 1.777
F 1.885 1.529 2.992
C 1.468 2.940 1.109
C 0.870 3.006 -0.165
C 0.242 1.909 -0.746
N 2.138 3.991 1.652
C 2.206 5.320 1.029
C 1.873 6.396 2.051
N 2.950 6.451 3.112
C 3.709 5.152 3.204
C 2.819 3.946 2.976
H 0.944 4.425 -4.098
H 1.186 2.689 -4.247
H 1.861 3.553 -2.865
H -1.144 3.216 -3.487
H -0.541 4.078 -2.099
H -1.222 1.038 -3.606
H 0.726 -0.336 1.773
H 0.945 3.908 -0.743
H 1.512 5.418 0.204
H 3.206 5.464 0.614
H 0.935 6.177 2.557
H 1.795 7.376 1.584
H 2.531 6.685 4.015
H 3.609 7.208 2.913
H 4.154 5.085 4.195
H 4.520 5.204 2.481
H 2.072 3.841 3.766
H 3.476 3.082 3.032
N -2.157 -6.115 0.648
C -3.062 -5.092 0.629
C -4.314 -5.282 1.235
C -5.273 -4.315 1.131
C -4.997 -3.131 0.415
C -3.763 -2.962 -0.113
N -2.769 -3.919 0.012
C -1.038 -6.289 -0.134
C -0.472 -7.562 -0.247
C 0.622 -7.743 -1.049
C 1.170 -6.648 -1.745
C 0.602 -5.427 -1.585
N -0.496 -5.224 -0.769
H -2.453 -6.936 1.161
H -4.512 -6.216 1.746
H -6.247 -4.471 1.578
H -5.747 -2.365 0.282
H -3.487 -2.074 -0.664
H -0.920 -8.391 0.286
H 1.054 -8.730 -1.158
H 2.021 -6.764 -2.401
H 0.975 -4.546 -2.094
```

Output
Multiplicity: 2
Total charge: +4
E (eV): -48000.3614
Gap between HOMO and LUMO (alpha / beta) (eV): 5.17 / 3.96
Relative energy (zero: lowest compared OMol25 entry of this formula, charge and spin) (eV): 0.000
⟨S²⟩: 0.76
LUMO (alpha / beta) (Eh): -0.480 / -0.523
HOMO level (alpha / beta) (eV): -18.2370 / -18.1997

8.
One molecule with the formula H5N4P at a distorted geometry, computed with ωB97M-V/def2-TZVPD.

```
10
Properties=species:S:1:pos:R:3
N -0.137 -1.260 1.878
N -0.212 -0.102 1.497
N 0.035 -0.996 -1.212
N 0.056 1.638 -0.521
P 0.855 0.140 -0.320
H -0.677 -1.225 2.753
H 0.601 -1.636 -1.685
H -0.795 -0.769 -1.788
H 0.594 2.322 -1.017
H -0.321 1.888 0.414
```

Output
Total charge: 0
E (eV): -15329.0060
Gap between HOMO and LUMO (eV): 8.88
Relative energy (zero: lowest compared OMol25 entry of this formula, charge and spin) (eV): 0.000
LUMO (Eh): 0.041
HOMO level (eV): -7.7641

Look up the total charge of the fifth one.
-2

What is the E in the first record?
-9463.5902 eV

Please write out number 4 again, unchanged.
One molecule with the formula CH2O2 at a distorted geometry, computed with ωB97M-V/def2-TZVPD.

```
5
Properties=species:S:1:pos:R:3
C 0.275 0.018 0.018
O -0.909 -0.763 0.022
O -0.943 0.715 -0.020
H 0.822 0.217 0.948
H 0.755 -0.187 -0.967
```

Output
Total charge: 0
E (eV): -5160.2592
Gap between HOMO and LUMO (eV): 11.64
Relative energy (zero: lowest compared OMol25 entry of this formula, charge and spin) (eV): 4.155
LUMO (Eh): 0.038
HOMO level (eV): -10.6045